# H6O3

A cluster of 3 separate species, H6O3 in total (wB97M-V/def2-TZVPD, the OMol25 dataset).

The calculation puts the energy relative to the best compared isomer or geometry (same formula, charge and spin) at 8.7 kcal per mole. The SMILES is O.O.O. The gap between HOMO and LUMO is 11.9 eV. As for the charge: 0. As for the LUMO energy: 0.02946 hartree. Its multiplicity is 1.

Cartesian coordinates (Å):
O: -0.0218 17.4392 -6.0335
O: 0.6560 15.0494 -7.1710
O: -1.2249 15.6021 -8.8529
H: -0.8486 17.0382 -6.3016
H: -0.0084 18.2845 -6.4825
H: 0.6944 15.9806 -7.3892
H: -0.8599 14.9095 -8.3022
H: 0.8966 15.0096 -6.2454
H: -0.7166 15.5578 -9.6628

=====

# C39H35ClN2Si2Sm

A structure of composition C39H35ClN2Si2Sm at a distorted geometry (wB97M-V/def2-TZVPD, the OMol25 dataset).

The expectation value of S² is 8.7698. The gap between HOMO and LUMO (spin up / spin down) is 3.9 / 4.0 eV. As for the charge: +1. As for the LUMO energy (spin up / spin down): -0.16220 / -0.16111 hartree. Its multiplicity is 6.

Cartesian coordinates (Å):
Sm: 0.2178 1.0013 0.0032
Cl: 1.0351 4.5041 -0.4340
Si: 1.7845 3.5602 -2.2262
Si: 3.0896 4.9933 -3.4519
N: -0.3990 0.9966 2.3409
N: -2.1878 0.7084 0.3327
C: 0.0759 -1.1507 -1.2311
C: 1.1078 -1.1558 0.8465
C: -3.0009 0.4209 -0.7168
C: 7.0232 4.7686 -4.6738
C: 5.6518 0.7984 -2.2161
C: 5.6669 5.1125 -4.6179
C: 2.0935 6.5724 -5.5649
C: 6.9938 4.2465 -2.3222
C: 3.8217 1.7748 -3.4823
C: 1.4284 -0.7067 -1.4008
C: 2.1330 4.5469 -7.5019
C: -0.9729 2.4307 -5.8279
C: -1.7047 0.7832 2.7122
C: -0.1181 -1.4309 0.1619
C: -4.0247 0.2716 1.8371
C: 5.6581 4.6333 -2.2446
C: 3.9684 2.1076 -1.0828
C: 2.0599 -0.7046 -0.1174
C: 7.6843 4.2975 -3.5371
C: 0.2874 0.9099 4.6421
C: 4.9427 4.9621 -3.4157
C: -0.2075 1.4837 -5.1391
C: -1.0039 3.7579 -5.3769
C: 2.6064 4.2871 -6.2087
C: -2.0385 0.6695 4.0675
C: 1.6583 5.8158 -7.8345
C: 0.5567 3.2048 -3.6178
C: -4.3417 0.0675 -0.5356
C: 2.5425 5.2831 -5.2113
C: 0.5829 1.8812 -4.0623
C: -0.2724 4.1401 -4.2477
C: 4.9970 1.0137 -3.4365
C: -1.0423 0.7360 5.0371
C: 5.1103 1.3118 -1.0302
C: -2.6802 0.6057 1.6096
C: 0.5807 1.0174 3.2809
C: 1.6563 6.8276 -6.8724
C: -4.8619 -0.0040 0.7577
C: 3.3570 2.3804 -2.3096
H: 1.2231 1.1605 -3.5582
H: 5.1507 4.6170 -1.2768
H: 5.5782 1.1003 -0.0660
H: -1.5645 2.1299 -6.6967
H: 1.6059 1.1319 2.9059
H: -3.0865 0.5273 4.3296
H: -0.6418 -1.3366 -2.0293
H: 3.1058 -0.4414 0.0768
H: 1.9142 -0.4733 -2.3520
H: -5.8987 -0.2740 0.9359
H: -1.0035 -1.8833 0.6002
H: 1.1034 0.9586 5.3545
H: 3.3014 1.9244 -4.4343
H: -1.3054 0.6473 6.0889
H: -0.2126 0.4381 -5.4329
H: 1.3055 -1.3405 1.9019
H: 8.7308 3.9892 -3.5932
H: 1.2695 6.0037 -8.8353
H: -0.2977 5.1705 -3.8957
H: -4.3787 0.2255 2.8596
H: 5.3878 0.5703 -4.3570
H: 6.5718 0.2049 -2.1772
H: 2.1177 3.7370 -8.2354
H: 5.1624 5.4734 -5.5172
H: -1.6085 4.5002 -5.9129
H: 7.5603 4.8699 -5.6165
H: 1.2912 7.8210 -7.1238
H: 1.2309 2.2498 -1.5548
H: 3.0086 3.2938 -5.9696
H: -2.5462 0.4839 -1.7131
H: -4.9453 -0.1522 -1.4103
H: 7.5019 3.8897 -1.4287
H: 2.3787 5.8614 -2.4088
H: 2.0865 7.3650 -4.8098
H: 3.5518 2.5437 -0.1725

=====

# C54H56N2OP4STi

A structure of composition C54H56N2OP4STi at a distorted geometry (wB97M-V/def2-TZVPD, the OMol25 dataset).

The calculation puts the energy relative to the best compared isomer or geometry (same formula, charge and spin) at 12.5 kcal per mole. The expectation value of S² is 0.7837. The gap between HOMO and LUMO (spin up / spin down) is 5.6 / 5.5 eV. As for the charge: +1. As for the LUMO energy (spin up / spin down): -0.13608 / -0.13876 hartree. Its multiplicity is 2.

Cartesian coordinates (Å):
Ti: 1.0130 -0.3230 -0.2430
S: -0.1608 -1.9120 -1.1498
P: 3.1934 -1.3311 -0.7163
P: 0.5393 -1.1947 1.9841
P: -0.0611 2.2253 -0.3731
P: -3.4029 -1.0504 -1.2088
O: -2.8087 1.8188 -1.7361
N: 2.6296 -0.3487 3.2947
N: 4.6138 -0.5108 1.3067
C: 1.4128 2.0590 -4.7290
C: 4.5149 -0.7823 -1.8790
C: -5.8205 1.7865 -3.9783
C: -4.4382 0.1288 -2.1248
C: -0.4293 -0.0432 3.0276
C: 2.4092 3.5378 -0.0246
C: -5.7226 -0.2146 -2.6044
C: 4.6687 0.7753 -1.8123
C: 4.3268 0.1543 4.8790
C: -5.3077 -0.3229 0.7818
C: 4.9114 -0.0843 2.5599
C: 6.6348 0.4050 4.1599
C: 0.3510 0.9893 -2.8112
C: -4.5881 -4.9074 -2.0247
C: -1.4661 4.6475 0.0377
C: 1.7710 -3.6122 2.8418
C: 3.5041 -3.1262 -0.7155
C: 1.2921 3.2820 -4.0628
C: 0.4308 2.2118 -2.1455
C: -6.4003 0.6048 -3.5173
C: -4.3344 -2.2683 2.5227
C: -4.6153 2.2113 -3.3889
C: 2.9904 4.6692 2.0571
C: -2.6536 5.4163 0.1836
C: -5.2951 -1.3364 2.9708
C: -3.9749 1.4179 -2.4164
C: -3.4521 -2.7181 -3.2984
C: 2.3274 -0.6479 2.0389
C: -4.3545 -1.2209 0.3231
C: -3.8379 -2.1749 1.1967
C: -3.9021 4.8657 -0.0579
C: 3.2977 4.3022 0.7442
C: -3.9914 3.6194 -0.6035
C: -0.7129 -3.6210 2.4939
C: -2.8305 2.9024 -0.8663
C: 0.2521 -2.4716 4.4913
C: -4.1404 -5.0577 -3.3296
C: 4.0734 -1.1905 -3.3461
C: 3.3400 -0.7263 1.0103
C: -1.5656 3.3040 -0.3718
C: 3.9078 -0.0034 3.5703
C: 0.8241 3.6536 1.8085
C: 1.7507 4.3113 2.5885
C: -5.8343 -0.4152 2.0811
C: -3.5898 -3.9285 -3.9929
C: -4.4604 -3.7054 -1.3797
C: 0.4647 -2.7851 3.0223
C: -3.8044 -2.6303 -1.9431
C: 0.7358 3.3780 -2.7754
C: 1.1878 3.1830 0.5075
C: 5.6947 0.3201 5.1502
C: 5.8734 -1.4148 -1.4502
C: 0.9429 0.9024 -4.0715
C: 6.2510 0.2298 2.8130
H: -4.9968 -3.6646 -0.4110
H: 3.7093 5.1910 2.7014
H: -6.6038 0.2954 2.3785
H: -2.6313 6.4648 0.4659
H: 6.7104 -0.7951 -1.8488
H: 1.8869 -3.9040 1.7914
H: -5.0568 -5.7371 -1.5197
H: 4.0002 -2.2617 -3.4588
H: -4.1645 -6.0295 -3.8183
H: -0.7051 -4.0618 1.4916
H: -0.7406 -2.1159 4.7150
H: 0.9594 -0.0727 -4.5538
H: 0.9892 -1.6985 4.7787
H: -0.5025 5.0737 0.2382
H: -3.9317 -3.0624 3.1151
H: 3.0755 -0.7707 -3.6492
H: 5.9786 0.3538 6.1719
H: 5.9464 -1.5260 -0.3759
H: 6.0320 -2.3757 -1.9267
H: -4.7845 5.4369 0.2782
H: -5.6388 -1.3353 3.9987
H: 4.0281 -3.4715 0.1783
H: 4.8189 -0.8530 -4.0836
H: -7.3760 0.2664 -3.8046
H: 1.7556 -4.5173 3.4391
H: -1.6375 -3.0185 2.5266
H: -0.1845 0.1836 -2.2958
H: 0.1861 0.3497 3.8478
H: 0.4756 -3.3452 5.1302
H: 2.6389 -3.0345 3.0936
H: -4.9301 3.1896 -0.9816
H: 2.4773 -3.5779 -0.7836
H: 1.6177 4.1989 -4.5422
H: 0.6002 4.3379 -2.2840
H: -3.1385 -2.9262 0.8211
H: 7.6789 0.4528 4.4063
H: -5.6725 0.4212 0.0767
H: 4.9527 1.0718 -0.7987
H: 3.7520 1.3473 -2.1228
H: -0.1730 3.4352 2.1572
H: -3.3045 -3.9012 -5.0217
H: -1.3077 -0.5980 3.3490
H: 6.9400 0.2767 1.9838
H: -0.8444 -4.4460 3.2051
H: 1.8339 2.0579 -5.7715
H: -3.0295 -1.8028 -3.7223
H: 3.5759 0.0140 5.6935
H: 4.0919 -3.3224 -1.6394
H: 5.5002 1.0722 -2.5189
H: 4.2713 4.5622 0.3196
H: -6.2477 -1.1104 -2.2576
H: 2.7076 3.1969 -1.0295
H: -0.7841 0.7912 2.3814
H: 1.4843 4.5255 3.6153
H: -6.3218 2.3489 -4.7622
H: -4.1414 3.1880 -3.6656

=====

# C16H26N4O3

An isolated molecule of C16H26N4O3 (wB97M-V/def2-TZVPD, the OMol25 dataset).

The calculation puts the energy relative to the best compared isomer or geometry (same formula, charge and spin) at 6.6 kcal per mole. The SMILES is CCC(NCCN1CCCCC1)=C1C(=O)N(C)C(=O)N(C)C1=O. The gap between HOMO and LUMO is 9.3 eV. As for the charge: 0. As for the LUMO energy: 0.02467 hartree. Its multiplicity is 1.

Cartesian coordinates (Å):
O: -2.8773 2.7208 1.1645
O: -0.9943 3.9440 5.0690
O: 0.7420 0.3148 3.0466
N: -1.9359 3.2824 3.1251
N: 1.2284 -1.8795 -2.1545
N: -0.1262 2.1264 4.0200
N: -0.3150 -0.6329 0.9318
C: 0.8829 1.9764 5.0537
C: 1.2452 -1.3066 -0.8244
C: 1.9825 -1.7392 -4.4728
C: -1.1862 0.3620 0.9367
C: 2.1847 -1.2428 -3.0448
C: 1.2046 -3.8963 -3.5351
C: -0.1226 1.1977 3.0017
C: -0.0653 -1.6246 -0.0769
C: -1.1248 1.3245 1.9686
C: -2.2204 0.4080 -0.1462
C: -2.0425 2.4476 2.0106
C: 1.4309 -3.3187 -2.1415
C: 2.1615 -3.2515 -4.5305
C: -2.8536 4.4042 3.2386
C: -1.0200 3.1704 4.1379
C: -1.6964 1.1628 -1.3714
H: -3.1051 0.9242 0.2191
H: -0.8084 0.6865 -1.7797
H: 3.2247 -1.4442 -2.7287
H: 0.7350 2.7714 5.7797
H: 1.8756 2.0441 4.6089
H: 0.1763 -3.6917 -3.8370
H: -2.4636 1.1866 -2.1404
H: 3.1908 -3.5090 -4.2691
H: -3.4494 4.2998 4.1449
H: 0.9724 -1.4811 -4.7943
H: 0.7793 1.0009 5.5284
H: 2.4512 -3.5720 -1.7980
H: 1.9671 -3.6197 -5.5390
H: -2.5010 -0.6082 -0.4264
H: 0.7190 -3.7641 -1.4441
H: -2.2901 5.3349 3.2959
H: 2.0232 -0.1622 -3.0071
H: -0.8663 -1.6624 -0.8142
H: 0.3655 -0.5891 1.7084
H: 1.3169 -0.2204 -0.9275
H: 0.0045 -2.5969 0.4186
H: 1.3477 -4.9777 -3.5074
H: -1.4587 2.1861 -1.0948
H: 2.1108 -1.6432 -0.2285
H: 2.6934 -1.2410 -5.1337
H: -3.4928 4.3989 2.3593

=====

# C26H32Br2O12S2

A cluster of 6 separate species, C26H32Br2O12S2 in total at a distorted geometry (wB97M-V/def2-TZVPD, the OMol25 dataset).

The SMILES is O=C1C=CC(=O)C=C1.O=C1C=CC(=O)C=C1.O=C1C=CC(=O)C=C1.CCOS(C)(=O)=O.CCOS(C)(=O)=O.BrCCBr. The gap between HOMO and LUMO is 8.0 eV. As for the charge: 0. As for the LUMO energy: -0.07878 hartree. Its multiplicity is 1.

Cartesian coordinates (Å):
Br: 21.7932 -3.8202 31.2344
Br: 24.5322 -4.0054 28.7580
S: 21.3182 -11.5823 31.8897
S: 25.2899 -8.3337 28.8236
O: 21.0906 -12.6799 32.8919
O: 30.4550 -1.8664 27.2243
O: 21.3599 -10.1646 32.7632
O: 21.5445 -2.3376 36.2174
O: 27.0282 -1.8337 31.4723
O: 25.2295 -7.3027 27.6114
O: 20.3967 -11.3219 30.7689
O: 24.0337 -8.6051 29.4192
O: 15.4965 -4.4437 29.6330
O: 26.2689 -3.4194 33.8313
O: 20.4587 -6.4179 29.0891
O: 26.4540 -7.9315 29.6028
C: 23.0451 -1.9405 34.3923
C: 19.2838 -6.0757 29.2517
C: 29.0137 -0.6892 28.6498
C: 23.0939 -5.2101 30.9851
C: 29.5844 -1.9178 28.0804
C: 22.6365 -2.5021 35.6820
C: 21.6905 -9.0013 32.0266
C: 28.1403 -0.6447 29.7107
C: 28.2183 -3.0001 29.8982
C: 17.5887 -4.7947 30.5734
C: 23.6562 -3.3301 36.2866
C: 23.0656 -11.6113 31.3650
C: 26.3130 -7.0509 25.5641
C: 16.9760 -5.7116 28.3601
C: 16.5890 -4.9071 29.5245
C: 25.6737 -9.9130 27.8837
C: 18.8422 -5.2372 30.3195
C: 24.5719 -4.6403 30.6534
C: 29.0212 -3.0853 28.8020
C: 20.6946 -7.8712 32.4517
C: 26.3972 -6.6778 27.0975
C: 24.8709 -3.5478 35.6704
C: 18.2464 -6.2159 28.2165
C: 24.2549 -2.1322 33.8037
C: 27.6611 -1.8170 30.4160
C: 25.3125 -3.0179 34.3956
H: 23.0132 -5.8028 31.8963
H: 22.7583 -5.8615 30.1781
H: 24.8690 -3.8533 31.3465
H: 18.4016 -6.6450 27.2376
H: 22.2483 -1.3704 33.9380
H: 19.6685 -8.1822 32.2555
H: 29.4927 -3.9582 28.3754
H: 27.8060 0.2962 30.1223
H: 19.5396 -5.0401 31.1202
H: 25.3224 -5.4285 30.7136
H: 20.5554 -7.6622 33.5124
H: 25.6180 -4.1807 36.1261
H: 23.1080 -12.5427 30.8003
H: 27.3401 -7.0518 27.4965
H: 16.2409 -5.8640 27.5837
H: 24.7465 -10.3761 27.5463
H: 23.5494 -3.8637 37.2195
H: 23.2919 -10.7577 30.7262
H: 26.1696 -10.6027 28.5666
H: 24.3674 -1.6429 32.8475
H: 21.5655 -9.1758 30.9580
H: 26.1521 -8.1207 25.4309
H: 26.4253 -5.5890 27.1421
H: 22.7507 -8.7492 32.0511
H: 27.2628 -6.9001 25.0511
H: 20.7398 -6.9073 31.9448
H: 26.3220 -9.8015 27.0145
H: 23.7373 -11.5833 32.2230
H: 17.5539 -4.2380 31.4982
H: 27.9049 -3.9147 30.3795
H: 25.4812 -6.5298 25.0902
H: 29.3759 0.2530 28.2656

=====

| no. | DFT total energy (eV) |
| --- | --- |
| 1 | -6239.87716 |
| 2 | -90166.83542 |
| 3 | -133032.95010 |
| 4 | -29119.01356 |
| 5 | -213798.79186 |